# 1
128
Properties=species:S:1:pos:R:3:mulliken_charge:R:1 method="wB97M-V/def2-TZVPD" max_force_ha_per_bohr=0.06135 de_lowest_kcal_mol=0.0 energy_ha=-3152.454879 homo_lumo_gap_ev="8.011 / 8.419" mol_weight_g_mol=707.92 multiplicity=4
V 6.474 13.122 -26.371 0.59
O 8.415 13.784 -22.656 2.54
H 8.086 13.185 -21.982 0.10
H 9.058 13.285 -23.165 -0.40
H 7.744 14.077 -23.277 -0.70
C 9.817 12.627 -29.097 -1.75
C 9.609 13.086 -27.687 2.31
C 9.784 14.602 -27.541 -0.98
O 8.447 12.488 -27.071 -0.92
H 9.909 11.545 -29.191 0.41
H 10.698 13.009 -29.611 0.38
H 8.959 12.906 -29.708 0.39
H 10.373 12.605 -27.077 -1.24
H 8.941 15.112 -28.008 0.22
H 10.698 14.978 -28.000 0.49
H 9.917 14.884 -26.496 -0.12
C 5.120 11.254 -22.597 -1.27
C 5.969 10.989 -23.858 2.53
C 6.204 9.476 -23.964 -1.73
O 5.456 11.558 -25.051 -1.01
H 5.116 12.298 -22.281 0.17
H 5.392 10.684 -21.708 0.12
H 4.056 11.100 -22.776 0.57
H 6.929 11.466 -23.665 -1.18
H 6.775 9.155 -24.835 0.42
H 5.282 8.903 -24.060 0.43
H 6.794 9.101 -23.128 0.21
C 6.119 16.495 -26.229 -1.76
C 6.795 16.059 -24.888 0.96
C 6.074 16.700 -23.747 -0.63
O 6.895 14.675 -24.797 0.63
H 5.818 17.540 -26.313 0.39
H 5.158 15.982 -26.267 0.18
H 6.620 16.221 -27.157 0.29
H 7.795 16.463 -25.043 -0.05
H 5.994 17.787 -23.700 0.65
H 6.583 16.382 -22.837 -0.27
H 5.030 16.391 -23.693 -0.21
C 6.316 14.544 -20.570 -0.22
C 6.605 13.251 -19.779 -0.76
O 7.467 12.407 -20.555 -0.21
H 5.859 14.376 -21.545 0.06
H 7.207 15.149 -20.739 -0.37
H 5.597 15.126 -19.994 0.55
H 5.667 12.708 -19.669 0.43
H 7.059 13.442 -18.807 0.44
H 7.340 11.521 -20.209 -0.06
C 10.855 16.345 -23.785 -0.78
C 10.417 16.929 -22.441 -0.37
O 10.159 15.852 -21.549 -0.29
H 11.085 17.069 -24.566 0.46
H 10.114 15.605 -24.088 -0.24
H 11.717 15.686 -23.686 0.33
H 9.531 17.547 -22.591 0.41
H 11.184 17.660 -22.186 0.36
H 9.586 16.299 -20.922 0.04
C 2.456 15.080 -25.183 -1.26
C 3.086 13.936 -24.430 0.79
O 2.718 12.678 -24.975 -0.65
H 1.372 15.018 -25.086 0.39
H 2.755 15.137 -26.230 0.25
H 2.650 16.066 -24.762 0.24
H 2.847 13.945 -23.367 0.23
H 4.169 14.050 -24.377 -0.45
H 3.383 12.093 -24.604 0.28
C 11.907 11.553 -18.236 -0.66
C 12.395 12.831 -17.593 0.12
O 11.901 12.891 -16.290 -0.55
H 10.870 11.641 -18.560 -0.13
H 11.974 10.711 -17.547 0.46
H 12.553 11.304 -19.078 0.21
H 12.033 13.762 -18.030 0.02
H 13.463 12.789 -17.380 0.22
H 12.008 13.801 -16.004 0.31
C 3.778 17.806 -21.439 -0.65
C 2.794 18.352 -20.422 -0.43
O 3.336 18.229 -19.177 -0.50
H 4.190 16.813 -21.257 0.06
H 4.607 18.505 -21.549 0.30
H 3.347 17.779 -22.440 0.32
H 1.859 17.793 -20.457 0.29
H 2.626 19.422 -20.539 0.32
H 2.755 18.711 -18.584 0.30
C 13.326 12.349 -25.130 -0.41
C 13.297 11.629 -26.496 -0.28
O 13.668 10.312 -26.370 -0.58
H 12.612 11.844 -24.479 -0.21
H 12.981 13.378 -25.224 0.24
H 14.374 12.323 -24.830 0.46
H 13.981 12.147 -27.169 0.43
H 12.337 11.612 -27.011 0.04
H 13.545 9.886 -27.222 0.34
C 13.462 12.019 -21.542 -1.71
C 12.180 12.767 -21.434 1.69
O 12.333 14.061 -20.955 -0.69
H 13.299 11.062 -22.038 0.34
H 14.016 11.856 -20.617 0.40
H 14.191 12.567 -22.138 0.38
H 11.445 12.178 -20.886 -0.31
H 11.713 12.862 -22.414 -0.28
H 11.557 14.593 -21.146 0.30
C 9.766 9.922 -23.289 -0.82
C 9.750 10.618 -24.622 -0.46
O 9.859 12.034 -24.449 0.38
H 9.701 8.839 -23.401 0.53
H 8.889 10.268 -22.742 -0.15
H 10.714 10.047 -22.764 0.17
H 8.802 10.362 -25.094 0.30
H 10.533 10.166 -25.230 0.39
H 9.680 12.326 -25.345 -0.64
C 8.679 8.874 -18.732 -1.02
C 7.230 8.818 -19.153 -0.33
O 6.728 10.103 -19.323 -0.43
H 9.282 9.376 -19.488 0.11
H 9.103 7.878 -18.602 0.44
H 8.772 9.483 -17.833 0.30
H 6.639 8.364 -18.358 0.36
H 7.047 8.146 -19.992 0.28
H 5.804 9.986 -19.092 0.23
C 10.051 16.337 -17.910 -1.23
C 8.659 16.111 -18.441 0.22
O 8.514 16.982 -19.568 -0.62
H 10.118 15.903 -16.912 0.36
H 10.278 17.398 -17.816 0.36
H 10.821 16.006 -18.607 0.17
H 7.989 16.359 -17.618 0.52
H 8.613 15.055 -18.707 -0.15
H 7.626 17.338 -19.487 0.24



# 2
64
Properties=species:S:1:pos:R:3:mulliken_charge:R:1 method="wB97M-V/def2-TZVPD" charge=-1 max_force_ha_per_bohr=0.02397 de_lowest_kcal_mol=21.2 energy_ha=-8090.486001 homo_lumo_gap_ev="6.392 / 6.246" mol_weight_g_mol=738.45 multiplicity=2
Cr -0.778 -0.792 -0.212 -0.37
O -1.253 -1.666 1.326 -0.15
C -1.332 -1.332 2.598 0.31
C -1.515 -2.347 3.546 -0.78
C -1.638 -2.048 4.886 -0.41
C -1.599 -0.725 5.330 -0.83
C -1.421 0.281 4.405 -0.49
C -1.274 0.003 3.041 0.92
C -1.064 1.102 2.123 -0.89
N -0.947 0.948 0.860 1.12
N -0.840 2.110 0.106 -0.93
C -0.749 1.777 -1.145 0.66
O -0.818 0.540 -1.550 -0.65
C -0.618 2.831 -2.176 0.42
C -0.471 4.167 -1.810 -0.28
C -0.348 5.141 -2.785 -0.63
C -0.367 4.788 -4.129 -0.36
C -0.505 3.457 -4.494 -0.80
C -0.628 2.478 -3.520 -0.40
H -1.535 -3.369 3.192 0.45
H -1.762 -2.852 5.601 0.39
H -1.694 -0.494 6.382 0.39
H -1.372 1.315 4.727 0.40
H -1.028 2.116 2.515 0.24
H -0.448 4.422 -0.759 0.43
H -0.226 6.179 -2.499 0.38
H -0.262 5.551 -4.891 0.37
H -0.500 3.177 -5.539 0.39
H -0.700 1.433 -3.786 0.48
Br -4.049 0.702 0.125 -0.10
C -3.867 -0.935 -0.783 0.13
C -5.011 -1.555 -1.263 -0.65
C -4.874 -2.752 -1.942 -0.29
C -3.608 -3.281 -2.128 -0.80
C -2.528 -2.591 -1.616 0.16
N -2.652 -1.438 -0.940 0.75
C -1.104 -3.073 -1.824 0.54
O -0.908 -4.099 -2.446 -0.74
O -0.223 -2.291 -1.310 -0.01
H -5.975 -1.096 -1.102 0.43
H -5.749 -3.259 -2.326 0.41
H -3.419 -4.202 -2.659 0.54
C 2.814 -2.848 -2.043 -0.79
N 2.483 -1.737 -2.917 -0.08
C 2.930 -0.481 -2.792 0.28
N 3.806 -0.252 -1.773 -0.50
S 2.500 0.720 -3.893 -0.42
H 2.689 -3.773 -2.604 0.32
H 2.180 -2.883 -1.160 0.09
H 3.854 -2.763 -1.730 0.40
H 1.689 -1.840 -3.526 0.19
H 3.578 -0.681 -0.869 0.08
H 4.018 0.730 -1.686 0.29
Se 1.992 -1.128 1.198 -0.25
C 2.949 0.018 2.368 0.14
C 2.343 0.787 3.366 0.10
C 3.116 1.579 4.196 -0.35
N 4.445 1.679 4.126 -0.66
C 5.024 0.943 3.175 -0.30
C 4.342 0.121 2.296 -0.50
H 1.274 0.749 3.503 0.18
H 2.638 2.170 4.972 0.34
H 6.106 1.017 3.111 0.33
H 4.890 -0.448 1.555 0.34